Here is C26H26BrN3O5PtS as an isolated structure in a non-equilibrium geometry from OMol25. Energies are from ωB97M-V/def2-TZVPD.

Cartesian coordinates (Å):
Pt (-0.07, 0.07, -0.43)
C (2.99, -4.13, -1.97)
C (1.54, -4.45, -2.31)
N (1.02, -3.49, -3.26)
C (1.30, -3.70, -4.67)
C (0.06, -4.23, -5.39)
C (0.40, -2.37, -2.88)
S (-0.29, -2.30, -1.26)
N (0.13, -1.47, -3.78)
C (-0.07, -0.15, -3.64)
O (0.38, 0.54, -2.70)
C (-0.79, 0.46, -4.78)
C (-1.49, 1.65, -4.60)
C (-2.19, 2.20, -5.65)
C (-2.19, 1.59, -6.90)
C (-1.49, 0.41, -7.08)
C (-0.80, -0.16, -6.03)
H (3.35, -4.82, -1.21)
H (3.07, -3.12, -1.56)
H (3.64, -4.20, -2.84)
H (0.94, -4.41, -1.39)
H (1.47, -5.45, -2.74)
H (2.12, -4.41, -4.76)
H (1.60, -2.75, -5.11)
H (-0.27, -5.17, -4.94)
H (0.29, -4.40, -6.43)
H (-0.75, -3.51, -5.31)
H (-1.49, 2.12, -3.63)
H (-2.74, 3.12, -5.50)
H (-2.73, 2.03, -7.72)
H (-1.47, -0.06, -8.05)
H (-0.24, -1.08, -6.16)
Br (1.87, 2.91, 0.23)
C (0.37, 2.67, 1.36)
C (-0.30, 3.72, 1.95)
C (-1.37, 3.41, 2.78)
C (-1.69, 2.08, 3.02)
C (-0.96, 1.10, 2.37)
N (0.02, 1.40, 1.52)
C (-1.29, -0.40, 2.48)
O (-1.67, -0.81, 3.56)
O (-1.14, -1.03, 1.41)
H (0.00, 4.74, 1.76)
H (-1.94, 4.20, 3.24)
H (-2.48, 1.79, 3.70)
C (2.65, -2.22, 2.26)
C (1.83, -1.85, 1.02)
O (1.34, -2.80, 0.38)
O (1.76, -0.64, 0.74)
H (2.03, -2.82, 2.92)
H (2.98, -1.32, 2.76)
H (3.50, -2.82, 1.95)
C (-3.85, 3.07, -1.08)
C (-4.03, 1.78, -0.60)
C (-2.94, 0.94, -0.45)
C (-1.66, 1.38, -0.78)
C (-1.49, 2.68, -1.24)
C (-2.58, 3.52, -1.39)
H (-4.71, 3.72, -1.22)
H (-5.01, 1.43, -0.33)
H (-3.09, -0.06, -0.08)
H (-0.51, 3.05, -1.51)
H (-2.44, 4.53, -1.76)

As for the spin multiplicity: 5. For the total energy, the calculation gives -4638.224493 a.u. The expectation value of S² is 6.017. The molar mass is 767.56 g mol⁻¹. The value obtained for the maximum force is 0.045 Eh/bohr. The net charge is 0. The energy above the lowest of the compared OMol25 structures with the same formula, charge and spin comes out at 131.31 kJ/mol.

***

Here is a 2-piece molecular cluster, C7H12N overall in a non-equilibrium geometry from OMol25. Energies are from ωB97M-V/def2-TZVPD.

Cartesian coordinates (Å):
C (-0.12, 0.25, -0.29)
C (2.43, -1.57, -0.12)
C (2.58, -0.28, -0.04)
C (-1.24, -0.72, -0.56)
C (3.12, 0.97, 0.24)
C (-1.63, -1.73, 0.41)
C (-2.23, 1.82, -0.13)
N (-1.28, 0.79, -0.32)
H (3.29, -2.04, 0.32)
H (1.75, -2.31, -0.14)
H (-1.39, -1.07, -1.65)
H (2.81, 1.75, -0.39)
H (4.17, 0.89, 0.39)
H (2.63, 1.29, 1.18)
H (-0.84, -2.07, 1.20)
H (-1.95, -2.78, -0.09)
H (-2.52, -1.62, 1.06)
H (-3.03, 1.62, -0.82)
H (-1.76, 2.81, -0.01)
H (-2.78, 1.72, 0.84)

As for the spin multiplicity: 1. For the total energy, the calculation gives -328.157983 a.u. The molar mass is 110.18 g mol⁻¹. The value obtained for the maximum force is 0.101 Eh/bohr. The net charge is +1. The energy above the lowest of the compared OMol25 structures with the same formula, charge and spin comes out at 710.97 kJ/mol.

***

Here is C3H6BrClN2 as an isolated structure in a non-equilibrium geometry from OMol25. Energies are from ωB97M-V/def2-TZVPD.

Cartesian coordinates (Å):
C (1.14, -0.19, 0.65)
C (-0.34, 0.10, 0.55)
C (-1.01, -0.98, -1.43)
N (1.94, 0.48, -0.28)
N (-1.15, -0.48, -0.38)
Cl (2.05, 2.17, 0.05)
Br (-3.45, -0.04, 0.11)
H (1.44, 0.07, 1.58)
H (1.19, -1.19, 0.49)
H (-0.90, -0.26, 1.43)
H (-0.68, 1.21, 0.50)
H (1.62, 0.39, -1.24)
H (-1.84, -1.28, -2.04)

As for the spin multiplicity: 1. For the total energy, the calculation gives -3261.455237 a.u. The molar mass is 185.45 g mol⁻¹. The value obtained for the maximum force is 0.120 Eh/bohr. The net charge is 0. The energy above the lowest of the compared OMol25 structures with the same formula, charge and spin comes out at 233.49 kJ/mol.

***

Here is one molecule with the formula C5H9N from OMol25. Energies are from ωB97M-V/def2-TZVPD.

Cartesian coordinates (Å):
C (-0.53, 0.19, 1.61)
C (-0.11, -1.19, 1.20)
C (0.52, 0.00, 0.54)
N (0.21, 0.32, -0.86)
C (0.55, 1.53, -1.29)
C (-0.41, -0.62, -1.58)
H (-1.52, 0.49, 1.29)
H (-0.22, 0.60, 2.56)
H (0.52, -1.77, 1.85)
H (-0.82, -1.77, 0.62)
H (1.55, 0.23, 0.79)
H (0.78, 2.27, -0.54)
H (0.51, 1.72, -2.35)
H (-0.29, -1.65, -1.30)
H (-0.75, -0.35, -2.56)

As for the spin multiplicity: 1. For the total energy, the calculation gives -250.542992 a.u. The molar mass is 83.13 g mol⁻¹. The value obtained for the maximum force is 0.007 Eh/bohr. The net charge is 0. The energy above the lowest of the compared OMol25 structures with the same formula, charge and spin comes out at 325.43 kJ/mol.

***

Here is one molecule with the formula C2H6N2O in a non-equilibrium geometry from OMol25. Energies are from ωB97M-V/def2-TZVPD.

Cartesian coordinates (Å):
N (-1.34, -0.63, -0.40)
C (-0.58, 0.20, 0.48)
C (0.56, 0.94, -0.18)
N (1.76, 0.43, -0.35)
O (1.89, -0.92, 0.00)
H (-1.84, 0.08, -1.07)
H (-0.69, -1.25, -0.97)
H (-1.32, 0.78, 1.01)
H (-0.16, -0.49, 1.25)
H (0.56, 1.97, -0.39)
H (1.15, -1.12, 0.62)

As for the spin multiplicity: 1. For the total energy, the calculation gives -264.459560 a.u. As for the structure (SMILES): NC/C=N\O. The molar mass is 74.08 g mol⁻¹. The value obtained for the maximum force is 0.063 Eh/bohr. The net charge is 0. The energy above the lowest of the compared OMol25 structures with the same formula, charge and spin comes out at 335.42 kJ/mol.

***

Here is a 2-piece molecular cluster, C4H15N2O2 overall in a non-equilibrium geometry from OMol25. Energies are from ωB97M-V/def2-TZVPD.

Cartesian coordinates (Å):
C (0.91, -0.85, 1.31)
O (2.11, -0.12, 1.55)
C (-0.16, 0.11, 0.86)
C (-1.44, -0.67, 0.45)
C (-2.25, -0.16, -0.72)
N (-1.62, -0.48, -2.00)
N (0.32, 0.97, -0.31)
H (1.04, -1.63, 0.58)
H (0.60, -1.27, 2.28)
H (2.73, -0.69, 2.02)
H (-0.45, 0.80, 1.64)
H (-1.13, -1.71, 0.26)
H (-2.06, -0.73, 1.33)
H (-3.25, -0.59, -0.62)
H (-2.42, 0.92, -0.69)
H (-1.88, -1.37, -2.38)
H (-1.89, 0.19, -2.72)
H (0.29, 0.38, -1.18)
H (1.25, 1.41, -0.20)
H (-0.32, 1.81, -0.35)
H (3.40, 1.02, 0.36)
H (3.08, 1.03, -1.12)
O (3.12, 1.64, -0.36)

As for the spin multiplicity: 2. For the total energy, the calculation gives -421.261451 a.u. The expectation value of S² is 0.751. The molar mass is 123.18 g mol⁻¹. The value obtained for the maximum force is 0.025 Eh/bohr. The net charge is 0. The energy above the lowest of the compared OMol25 structures with the same formula, charge and spin comes out at 125.47 kJ/mol.

***

Number 3 is which compound?
C3H6BrClN2

***

What is the net charge in the sixth record?
0